# C26H24N2P2S7SbTc

C26H24N2P2S7SbTc as an isolated structure in a non-equilibrium geometry (wB97M-V/def2-TZVPD, OMol25).

The gap between HOMO and LUMO (spin up / spin down) comes out at 6.49 / 6.51 eV. For the HOMO energy (spin up / spin down), the calculation gives -13.57 / -13.57 eV.

```
! wB97M-V def2-TZVPD RIJCOSX def2/J DEFGRID3
* xyz 2 1
C 1.8783 -4.9256 0.6913
C 4.0133 1.5216 -1.2469
Tc -2.4608 -0.2951 -1.4718
S -4.6244 -2.6851 -3.4038
C 0.0172 4.2535 2.6938
C -0.7852 -0.2229 2.5507
C 1.8152 -3.3446 -1.0714
C -0.3656 -1.7381 4.8807
H 2.2731 -5.8834 1.0453
C 2.3059 -4.5440 -0.5904
H -1.3014 1.3041 -5.8972
H -1.1144 2.5842 3.2374
N -2.8528 3.1710 -4.7305
H -0.3941 -2.5168 1.3726
H 4.9295 2.1179 -1.2029
H 3.0361 -5.1416 -1.1441
H 1.3683 0.8398 -3.1985
C 0.4930 -0.1617 3.2022
H 0.6028 2.4669 -0.7699
H -2.4084 -2.3708 4.6540
C -1.6191 -1.7217 4.2527
S -2.9341 -2.5735 -0.1946
H -1.0127 0.5434 -4.4235
H -3.5651 3.7449 -4.2845
H -0.3074 4.7513 3.5823
C -1.8254 -0.9518 3.1113
H -2.5973 3.3867 -5.6951
C 0.4898 2.9172 0.2373
P 0.3538 -1.1389 -1.1386
Sb -4.7408 -3.8107 -1.1028
C 0.9665 4.2221 0.4635
S -2.5614 1.9306 -2.4817
C -0.4610 2.9836 2.4889
C 0.6689 -0.9131 4.3687
S -3.1494 0.8510 0.5999
C 0.3866 -3.0333 0.8813
P -1.1641 0.7695 1.0654
S -4.9984 -1.8587 0.1623
H 1.2830 0.4032 2.7289
N -1.5103 1.2803 -4.8957
H 1.6258 -0.8427 4.8730
C -0.3130 2.3560 1.2542
C 3.2229 1.5189 -2.3529
H 0.9760 5.9393 1.7088
H -0.1909 -2.3740 5.6882
S -0.6703 -1.4259 -2.8537
H 2.4115 -0.7620 0.7153
C 2.0361 0.7458 -2.3472
C 3.6546 0.7494 -0.1024
H 2.1601 -2.9659 -2.0227
C 0.9251 -4.2229 1.3996
C -0.8911 -0.2511 -0.3164
C -2.3098 2.0864 -4.1588
H 0.6648 -4.5634 2.3897
C 1.8020 -0.1210 -1.2724
H 3.4874 2.0736 -3.2111
H 1.5010 4.7250 -0.3311
C 0.6978 4.8765 1.6621
H -2.7934 -0.8649 2.6680
C 0.8465 -2.6165 -0.3390
S -3.8372 -0.9377 -3.0914
H 4.2709 0.7713 0.8224
C 2.5953 -0.1057 -0.1090
*
```

# C26H24N4O3PPtS2

C26H24N4O3PPtS2 as an isolated structure in a non-equilibrium geometry (wB97M-V/def2-TZVPD, OMol25).

The gap between HOMO and LUMO comes out at 6.74 eV. For the HOMO energy, the calculation gives -10.60 eV. As for the energy relative to the best compared isomer or geometry (same formula, charge and spin): 23.3 kcal per mole.

```
! wB97M-V def2-TZVPD RIJCOSX def2/J DEFGRID3
* xyz 1 1
C -1.2705 5.3218 -0.2862
C -2.1610 -3.0708 -3.3660
H -2.0205 5.4467 -1.0673
H 4.0835 -1.5907 -3.3495
C -4.2089 1.1623 0.6594
N 3.4797 3.9798 -0.4567
H 2.6150 -2.3405 1.3155
S 1.0890 0.3794 2.7451
H -3.0985 -1.1598 -3.6267
H -0.9926 -4.8253 -2.9569
C 0.1850 -1.9288 3.8539
H -0.3508 5.7955 -0.6176
C -0.4771 -3.1494 3.8479
C 3.7610 -1.7568 -2.3298
C -0.9151 -3.6899 2.6520
C 2.0913 -1.5403 -0.6079
H 0.4283 -3.7111 -1.2796
C -1.1612 -3.7844 -2.7141
C -4.5091 2.5088 0.6592
H 1.3351 4.8482 0.5188
O 1.7020 0.5721 4.0291
N 1.2406 3.9942 -0.0100
H -3.6787 4.4830 0.4415
H -1.4476 -4.6323 2.6427
C -2.3488 -1.7256 -3.0884
C 2.9287 -2.1863 0.2917
C 0.4231 -1.2687 2.6607
C -2.2249 2.9486 0.1329
C -0.5851 -1.8184 -1.4439
H -4.9595 0.4202 0.8922
O -0.1139 1.1916 2.5057
H -1.0187 -3.4795 0.5295
H -1.6708 -0.0401 -1.9447
C 4.5937 -2.4113 -1.4304
H 3.6249 4.7580 0.1657
H 4.2938 3.4879 -0.7888
H -5.5133 2.8513 0.8713
H 1.8532 -0.8258 -2.6257
H -2.7831 -3.5629 -4.1028
Pt 0.1664 1.2332 -0.0135
H 0.5210 -1.4697 4.7742
C -0.3701 -3.1614 -1.7645
C -1.0724 3.8670 -0.0268
O 2.0121 0.4536 1.5954
N 0.0607 3.2886 0.0953
C -1.5598 -1.1002 -2.1307
N -1.9473 1.6319 0.0623
P 0.4178 -1.0142 -0.1650
C 0.0173 -1.8230 1.4283
H -1.6286 5.8396 0.6058
C 2.5109 -1.3237 -1.9203
C 2.3142 3.3480 -0.5447
H -2.6410 -0.2828 0.3569
H 4.8317 -3.1248 0.5785
C -2.9142 0.7627 0.3644
C 4.1798 -2.6218 -0.1236
C -3.4939 3.4180 0.4038
C -0.6694 -3.0336 1.4521
H -0.6600 -3.6706 4.7789
S 2.1395 1.8927 -1.3773
H 5.5670 -2.7601 -1.7514
*
```

# C26H24N6O6Re

C26H24N6O6Re as an isolated structure in a non-equilibrium geometry (wB97M-V/def2-TZVPD, OMol25).

The gap between HOMO and LUMO (spin up / spin down) comes out at 4.55 / 4.81 eV. For the HOMO energy (spin up / spin down), the calculation gives -12.90 / -12.88 eV. Its expectation value of S² is 0.76. As for the energy relative to the best compared isomer or geometry (same formula, charge and spin): 39.1 kcal per mole.

```
! wB97M-V def2-TZVPD RIJCOSX def2/J DEFGRID3
* xyz 2 2
C -0.2077 -3.0824 0.8121
C -1.5807 1.2882 -0.7467
H 2.2945 -2.2518 2.1778
H -4.4651 4.6648 2.0483
C -1.3596 -3.9422 -0.8632
H -0.5193 -2.4357 2.8063
C -4.6517 3.7479 1.4687
H 5.2531 -1.0151 -2.2920
C 0.9867 2.7508 1.6203
C 1.2601 -0.6350 2.9461
H 0.6436 -3.7550 2.6457
C 0.7916 4.1249 1.6147
H -1.5356 -4.6771 1.1313
H 3.7854 0.8889 -1.2352
H -5.7403 3.6136 1.3625
C 1.3191 2.0307 0.4553
H -2.8556 -5.4184 -1.3534
H 1.7413 2.1903 -1.6605
N 0.9221 1.8139 2.6281
O -0.8891 1.3021 -3.0109
H -2.5525 0.3403 2.3885
C -2.3724 2.4209 -0.9420
C 1.4868 2.7087 -0.7510
N 3.4939 -0.0514 -1.5043
H 0.1455 -1.8000 -3.0710
C 0.3086 -2.8120 2.1929
N 1.3767 -1.8301 2.1409
C 0.9474 4.7757 0.4067
H 3.2116 0.0014 -2.4864
H -2.8669 -4.7567 -3.7359
H 0.3593 -0.6758 3.5721
N 1.4228 0.6829 0.7965
C -0.5272 -2.9084 -1.3331
H -2.3330 2.9551 -1.8763
H 0.7204 2.0108 3.5990
H -1.0407 -0.3445 0.5304
C -0.5027 -2.5725 -2.6845
C -2.2041 -4.2597 -3.0446
H 0.5440 4.6575 2.5189
Re 1.6721 -0.9670 -0.5833
C -2.4719 0.9186 1.4838
N -1.1197 -4.0138 0.4964
H 2.1181 -0.5304 3.6238
O 4.6769 -3.3962 -1.4559
O 2.9729 -2.3787 -0.4411
O -4.0991 2.6384 2.1476
C -1.6428 0.5462 0.4352
C 1.2937 4.0754 -0.7515
C -2.2133 -4.6319 -1.7128
C -3.2382 2.0527 1.3026
H 5.2598 -0.7013 -0.5397
C -1.3586 -3.2569 -3.5231
C -3.1949 2.7956 0.0980
C 1.1925 0.6082 2.1057
O 0.3172 0.1043 -1.6172
O -4.0446 3.8320 0.2019
C 4.6343 -0.9775 -1.3918
H 1.4207 4.6207 -1.6744
C 4.0975 -2.4130 -1.1057
H 0.8115 5.8439 0.3520
C -0.6835 0.8838 -1.8986
H -1.3741 -3.0130 -4.5733
N 0.1631 -2.3857 -0.2505
*
```

# C26H25AuFIN5O7

C26H25AuFIN5O7 as an isolated structure in a non-equilibrium geometry (wB97M-V/def2-TZVPD, OMol25).

The gap between HOMO and LUMO (spin up / spin down) comes out at 7.62 / 4.18 eV. For the HOMO energy (spin up / spin down), the calculation gives -11.07 / -10.89 eV. Its expectation value of S² is 2.02. As for the energy relative to the best compared isomer or geometry (same formula, charge and spin): 39.8 kcal per mole.

```
! wB97M-V def2-TZVPD RIJCOSX def2/J DEFGRID3
* xyz 1 3
C 3.0421 -1.1453 1.6685
C -2.3283 -0.6120 0.8713
C 4.3709 -0.2406 1.7480
C -0.8006 -1.4358 -2.3461
H -5.5793 -0.0821 1.2590
H -4.8503 -1.2522 0.1282
O -0.0162 2.0319 0.8773
C -0.3029 -4.1048 2.2636
C -2.8010 1.5720 -3.2178
H 3.8126 3.9188 0.3473
H -0.3015 -6.1341 2.9306
C -4.7317 -0.7397 1.0842
H -4.4396 1.8396 1.5170
H -3.3684 4.1401 -3.3475
O 3.0022 -2.0576 2.4592
H 1.7609 1.5373 -2.1844
N -1.1888 0.0888 0.8525
H -2.3139 3.1527 1.4589
C -1.1593 -0.0609 -2.5318
C 0.0226 -5.1265 3.1381
H -3.7596 1.8167 -3.6541
H -0.0162 3.1000 -2.0803
H 4.3340 0.2351 2.7325
O 4.2397 3.6511 -2.0708
O -2.2734 -1.8360 0.6987
N -3.5128 0.0409 1.0736
H -1.3406 -2.1491 -2.9863
C -2.3901 4.0388 -2.8889
C 4.6840 1.3637 -1.5245
H -4.2701 -0.3708 -3.9750
O 0.0283 -1.9070 -1.5644
C -1.9644 2.6141 -2.8125
C -3.4851 1.3803 1.3031
O 2.2435 -0.7654 0.7951
H 5.0032 -0.5787 -0.7374
C -1.0662 1.4378 0.9852
C 1.1221 0.7771 -1.7329
C 0.8080 -4.8394 4.2442
H -2.8967 -1.3682 -4.4218
C -0.6993 2.3026 -2.3379
H 1.5018 -0.2089 -1.9828
C -3.3517 -0.8162 -3.6006
H -0.8844 -4.2806 1.3720
H -3.6102 -1.5354 -2.8261
C -2.3464 2.0931 1.2702
H 5.1957 -0.9500 1.6788
N 4.0551 2.9671 0.0852
C 4.7209 0.4441 -0.5338
H -4.6790 -1.4968 1.8685
Au 0.1773 -1.6342 0.6332
H 1.1172 -5.6267 4.9161
H -1.6651 4.6150 -3.4614
O 3.8351 2.3706 2.2601
F 4.9661 1.0107 -2.7781
C -0.2753 0.9936 -2.1853
H -2.4236 4.4679 -1.8870
C 4.3225 2.7625 -1.2663
C -2.4188 0.2478 -3.1087
H 1.1796 0.8943 -0.6462
C 4.0745 2.0749 1.1227
N 0.0642 -2.8452 2.4893
N 4.4438 0.7643 0.7554
C 1.1801 -3.5214 4.4615
I 2.4745 -2.9872 6.0146
C 0.7550 -2.5381 3.5759
H 0.9732 -1.4991 3.7517
*
```